C57H45F9I2N3PRuSSb2 as an isolated structure. Source: the Open Molecules 2025 dataset; level of theory: ωB97M-V with the def2-TZVPD basis set.

Frontier orbital gap (spin up / spin down) = 7.6597 / 5.5969 eV
Multiplicity = 6
E_LUMO (spin up / spin down) = -7.9 / -10.0 eV
Total charge = +3
Strongest force on any atom = 0.8 eV Å⁻¹
Molecular weight = 1604.43 g/mol
Electronic energy = -140726.7883 eV
HOMO level (spin up / spin down) = -15.558 / -15.548 eV

```
121
C57H45F9I2N3PRuSSb2 | the Open Molecules 2025 dataset | ωB97M-V with the def2-TZVPD basis set
Ru -1.70 0.30 0.68
C 0.03 -1.76 2.84
C -1.32 -1.45 3.41
C -1.64 -1.96 4.66
C -2.89 -1.76 5.20
C -3.83 -1.06 4.45
C -3.48 -0.57 3.21
N -2.24 -0.73 2.70
Sb -5.04 0.41 2.11
C -3.92 2.24 1.87
C -4.40 3.33 2.57
C -3.87 4.59 2.30
C -2.96 4.72 1.28
C -2.52 3.59 0.59
C -1.66 3.73 -0.62
N -2.95 2.36 0.93
C -4.54 -0.50 0.20
C -5.43 -1.48 -0.24
C -5.35 -1.91 -1.55
C -4.43 -1.33 -2.41
C -3.56 -0.36 -1.94
C -2.63 0.37 -2.86
N -3.60 0.01 -0.63
H 0.09 -2.82 2.59
H 0.23 -1.21 1.94
H 0.82 -1.54 3.56
H -0.88 -2.52 5.20
H -3.14 -2.15 6.18
H -4.84 -0.92 4.83
H -5.18 3.21 3.31
H -4.21 5.46 2.85
H -2.59 5.69 0.98
H -2.22 4.23 -1.41
H -0.76 4.32 -0.42
H -1.38 2.76 -0.98
H -6.18 -1.87 0.44
H -6.03 -2.68 -1.91
H -4.39 -1.61 -3.46
H -2.37 -0.24 -3.73
H -3.12 1.28 -3.23
H -1.72 0.67 -2.35
S -0.61 -1.40 -0.60
Sb 0.75 -2.48 -2.25
C -0.59 -3.61 -3.39
C -1.83 -3.95 -2.85
C -2.68 -4.76 -3.59
C -2.28 -5.22 -4.84
C -1.04 -4.88 -5.37
C -0.18 -4.07 -4.64
C 1.81 -1.22 -3.54
C 3.12 -0.87 -3.24
C 3.87 -0.22 -4.21
C 3.31 0.09 -5.44
C 1.98 -0.24 -5.72
C 1.22 -0.91 -4.77
C 2.05 -3.58 -1.04
C 3.37 -3.78 -1.43
C 4.20 -4.53 -0.60
C 3.72 -5.05 0.59
C 2.39 -4.85 0.96
C 1.55 -4.11 0.15
H -2.13 -3.59 -1.88
H -3.64 -5.05 -3.19
H -2.94 -5.86 -5.42
H -0.73 -5.25 -6.34
H 0.79 -3.81 -5.05
H 3.57 -1.11 -2.28
H 4.90 0.05 -4.00
H 3.91 0.58 -6.20
H 1.55 0.00 -6.68
H 0.20 -1.20 -4.99
H 3.76 -3.39 -2.37
H 5.23 -4.70 -0.90
H 4.37 -5.63 1.23
H 2.01 -5.27 1.89
H 0.51 -3.94 0.44
F -2.23 5.91 4.79
C -0.88 5.92 4.73
F -0.49 7.13 4.34
F -0.42 5.69 5.96
C -0.42 4.85 3.77
C -0.93 3.57 3.92
C -0.57 2.59 3.02
C 0.32 2.87 1.97
C 0.86 4.15 1.86
C 0.48 5.14 2.76
P 0.65 1.50 0.83
C 1.91 0.49 1.68
C 2.28 0.71 3.00
C 3.21 -0.12 3.60
C 3.77 -1.17 2.89
C 3.43 -1.38 1.56
C 2.51 -0.54 0.96
C 4.69 -2.16 3.57
F 5.34 -1.60 4.59
F 5.59 -2.65 2.70
F 3.96 -3.19 4.05
C 1.58 2.13 -0.61
C 2.87 2.63 -0.38
C 3.57 3.23 -1.41
C 3.00 3.33 -2.67
C 1.75 2.78 -2.93
C 1.05 2.16 -1.89
C 3.76 4.05 -3.76
F 5.02 3.57 -3.84
F 3.17 3.90 -4.96
F 3.84 5.35 -3.48
H -1.61 3.35 4.74
H -0.97 1.60 3.13
H 1.55 4.40 1.06
H 0.88 6.14 2.67
H 1.84 1.52 3.57
H 3.51 0.04 4.63
H 3.89 -2.18 1.00
H 2.26 -0.68 -0.09
H 3.33 2.56 0.60
H 4.56 3.65 -1.23
H 1.33 2.82 -3.93
H 0.10 1.71 -2.10
I -2.64 -3.91 1.04
I -4.44 -4.92 2.73
```